Formula: C18H30AuNO4P2
Source: OMol25
Level of theory: wB97M-V/def2-TZVPD

Properties
- LUMO energy (alpha / beta): 0.29 / 0.17 eV
- Net charge: 0
- Expectation value of S²: 2.018
- Gap between HOMO and LUMO (alpha / beta): 3.696 / 7.931 eV
- Multiplicity: 3

CARTESIAN COORDINATES (ANGSTROEM)
1 C -2.8178 -2.1982 -1.7270
2 C -1.5285 -1.8369 -1.3275
3 N -1.2915 -1.2196 -0.1728
4 C -2.3082 -0.8681 0.6203
5 C -3.6363 -1.1023 0.2280
6 C -3.8992 -1.8167 -0.9410
7 C -0.3783 -2.2181 -2.2308
8 P 1.2401 -1.4962 -1.7772
9 Au 1.2787 -1.5013 0.5037
10 P -1.7471 1.5224 2.1539
11 C -2.0050 -0.2886 2.0008
12 C 2.6885 0.0641 0.6647
13 C 3.9025 -0.2865 1.2419
14 C 4.8437 0.7137 1.5364
15 C 4.5449 2.0464 1.2295
16 C 3.3288 2.3841 0.6263
17 C 2.3914 1.3763 0.3167
18 O -2.9412 2.0537 -5.1678
19 O -1.9977 3.5444 -1.1285
20 H -2.9283 -2.7794 -2.6410
21 H -4.4410 -0.7430 0.8683
22 H -4.9149 -2.0900 -1.2265
23 C 2.4425 -2.7113 -2.3728
24 C 1.4520 -0.0265 -2.8004
25 H -2.8425 -0.5364 2.6784
26 H -1.0982 -0.7734 2.4086
27 H -0.6191 -1.9314 -3.2355
28 H -0.2231 -3.3109 -2.1937
29 C -0.0590 1.6939 2.7608
30 C -2.8620 2.2351 3.3886
31 H 4.0941 -1.3301 1.4803
32 H 5.7958 0.4360 1.9982
33 H 5.2649 2.8265 1.4758
34 H 3.1002 3.4221 0.3827
35 H 1.4358 1.6184 -0.1490
36 H -1.9514 2.3032 0.9931
37 H -2.1051 2.6958 -1.6027
38 H -3.5452 1.3231 -5.3325
39 H -2.3290 2.0294 -5.9347
40 H -2.0065 4.2109 -1.8658
41 H 2.1455 -3.0904 -3.3604
42 H 3.4296 -2.2345 -2.4338
43 H 2.4931 -3.5344 -1.6480
44 H 1.9062 -0.3150 -3.7599
45 H 0.4729 0.4384 -2.9794
46 H 2.1023 0.6967 -2.2966
47 H -3.2014 1.4481 4.0742
48 H -2.3353 3.0229 3.9468
49 H -3.7384 2.6714 2.8871
50 H -0.1133 2.1952 3.7335
51 H 0.4156 0.7094 2.8674
52 H 0.5577 2.2913 2.0806
53 O 0.7581 -1.7175 2.8295
54 C 1.1324 -2.9435 2.8081
55 O 1.7158 -3.5002 1.8218
56 H 0.9313 -3.5727 3.6993

Formula: C4H13O4
Source: OMol25
Level of theory: wB97M-V/def2-TZVPD

Properties
- LUMO energy: 3.71 eV
- Net charge: -1
- Gap between HOMO and LUMO: 7.759 eV

CARTESIAN COORDINATES (ANGSTROEM)
1 C -0.5915 1.0513 0.7127
2 C 0.4010 2.1061 0.2351
3 C 1.6551 1.4713 -0.3126
4 O 2.2926 0.6946 0.7295
5 C -1.3212 0.1348 -0.3310
6 O -1.3484 -1.1554 0.1575
7 H -0.1584 0.3835 1.4624
8 H -1.4300 1.4743 1.2731
9 H 0.7047 2.9500 0.8324
10 H -0.0224 2.7670 -0.5696
11 H 1.4757 0.7645 -1.0816
12 H 2.4389 2.1502 -0.6872
13 H -0.9919 0.1053 -1.4276
14 H -2.3312 0.4714 -0.5173
15 H 0.0051 -1.8189 0.4407
16 H 1.7086 -0.0654 0.8790
17 H 1.5395 -1.6857 -0.0741
18 O 0.9839 -2.1285 0.5704
19 H -1.1615 -3.8242 -0.7332
20 H -1.8254 -2.4287 -0.7104
21 O -2.0233 -3.4176 -0.8482

Formula: C30H41BrClN4O5RuSi
Source: OMol25
Level of theory: wB97M-V/def2-TZVPD

Properties
- LUMO energy (alpha / beta): -0.20 / -0.32 eV
- Net charge: 0
- Expectation value of S²: 0.759
- Gap between HOMO and LUMO (alpha / beta): 8.231 / 7.792 eV
- Multiplicity: 2

CARTESIAN COORDINATES (ANGSTROEM)
1 Ru 0.9561 -1.2546 1.6369
2 O 5.2056 -0.5078 5.7684
3 C 4.2855 -0.5670 4.7845
4 C 4.6088 -0.9867 3.4886
5 C 3.6022 -1.0340 2.5547
6 N 2.3654 -0.6806 2.8904
7 C 2.0311 -0.2715 4.1056
8 C 2.9782 -0.1941 5.1025
9 C 0.5370 0.0684 4.1871
10 O 0.0715 0.5552 5.1920
11 O -0.1074 -0.1815 3.0794
12 C 3.7194 -1.5078 1.0975
13 O 4.7866 -1.8269 0.6401
14 O 2.5732 -1.4799 0.4440
15 H 6.0643 -0.7974 5.4403
16 H 5.6113 -1.2792 3.2006
17 H 2.7036 0.1419 6.0920
18 Cl 2.8928 -4.2477 2.5270
19 C 1.3465 -4.8932 2.0369
20 C 1.3302 -6.1457 1.4428
21 C 0.1265 -6.6837 1.0241
22 C -1.0491 -5.9677 1.2184
23 C -1.0109 -4.7250 1.8206
24 C 0.1901 -4.1385 2.2391
25 C 0.2190 -2.7835 2.8392
26 H 2.2603 -6.6806 1.3095
27 H 0.1057 -7.6602 0.5591
28 H -1.9969 -6.3840 0.9031
29 H -1.9315 -4.1749 1.9777
30 H 0.8776 -2.7929 3.7145
31 H -0.7729 -2.4415 3.1286
32 C -3.3090 1.2861 -0.8273
33 C -2.6313 2.6272 -1.1364
34 C -2.9124 3.5440 0.0621
35 C -3.3067 3.2348 -2.3762
36 Si -0.7344 2.4571 -1.4247
37 Br -0.0465 1.0653 0.2655
38 C -0.2604 1.5229 -3.0392
39 C 1.1367 0.8905 -2.9564
40 C -0.3052 2.4685 -4.2495
41 C -1.2389 0.3687 -3.3006
42 C 0.2476 4.0868 -1.1352
43 C -0.3626 5.2374 -1.9524
44 C 1.7082 3.9094 -1.5726
45 C 0.2793 4.5111 0.3399
46 H -4.3735 1.4714 -0.6460
47 H -2.8953 0.8346 0.0759
48 H -3.2319 0.5712 -1.6443
49 H -3.9910 3.5598 0.2482
50 H -2.6027 4.5724 -0.1177
51 H -2.4257 3.1889 0.9726
52 H -4.3677 3.3993 -2.1621
53 H -3.2503 2.5760 -3.2433
54 H -2.8799 4.1990 -2.6567
55 H 1.9334 1.6151 -2.8034
56 H 1.3380 0.3751 -3.9010
57 H 1.2007 0.1511 -2.1569
58 H 0.4603 3.2431 -4.2000
59 H -1.2739 2.9586 -4.3654
60 H -0.1217 1.8909 -5.1610
61 H -1.2898 -0.3194 -2.4542
62 H -0.8861 -0.2052 -4.1634
63 H -2.2490 0.7082 -3.5286
64 H -0.4299 5.0122 -3.0183
65 H 0.2699 6.1246 -1.8478
66 H -1.3579 5.5094 -1.6000
67 H 1.8119 3.7170 -2.6395
68 H 2.2000 3.1018 -1.0264
69 H 2.2526 4.8338 -1.3558
70 H -0.6978 4.7930 0.7252
71 H 0.9306 5.3861 0.4321
72 H 0.6828 3.7300 0.9841
73 N -3.5351 -2.2470 -1.3109
74 C -2.2210 -2.5521 -1.1212
75 C -1.4867 -1.9643 -0.0779
76 N -0.2064 -2.2484 0.1049
77 C 0.3763 -3.0994 -0.7460
78 C -0.3624 -3.6658 -1.7653
79 N -1.6499 -3.4050 -1.9669
80 H -4.0436 -1.7360 -0.6135
81 H -4.0493 -2.7932 -1.9788
82 H -1.9574 -1.2958 0.6309
83 H 1.4255 -3.3131 -0.5999
84 H 0.1096 -4.3651 -2.4442

Energy above the lowest of the compared OMol25 structures with the same formula, charge and spin / kJ/mol: 128.8, 110.5, 0.0